240
Properties=species:S:1:pos:R:3:forces:R:3 method="wB97M-V/def2-TZVPD" e_tot_ha=-4265.253262 mol_weight_g_mol=1292.9 max_force_ev_per_a=3.367 total_charge=0 orbital_gap_ev=9.04 relative_energy_kj_mol=726.5
C -2.0287 1.0215 -1.4447 0.60 -0.25 -1.83
C -0.4831 0.8086 -1.2684 -1.28 2.24 -0.28
C 0.3812 2.0405 -1.7578 -1.16 -1.42 -0.26
O -0.3528 0.5355 0.0870 0.96 -0.36 1.35
H -2.4804 0.0313 -1.3856 -0.26 0.13 0.43
H -2.2461 1.3378 -2.4649 0.23 -0.08 -0.33
H -2.5821 1.7746 -0.8836 0.67 -0.16 0.87
H -0.1822 -0.0440 -1.8772 -0.03 -0.24 0.03
H -0.0477 3.0084 -1.4986 -0.11 -0.08 0.02
H 0.3047 1.8458 -2.8276 0.27 0.68 -0.28
H 1.4323 2.0370 -1.4692 -0.06 -0.31 0.17
H 0.2997 1.1573 0.4175 0.19 -0.01 0.35
C -5.6793 1.2884 -3.7150 -0.53 0.11 -0.27
C -6.0817 1.9835 -4.9967 2.28 1.38 -1.10
C -4.9478 1.9136 -6.0946 -1.28 0.09 0.93
O -7.2998 1.6506 -5.5615 -1.23 -1.38 -0.48
H -5.4136 0.2378 -3.8324 0.00 -0.12 -0.27
H -6.5468 1.3213 -3.0558 0.30 0.07 0.48
H -4.8154 1.8287 -3.3280 -0.13 -0.05 0.42
H -6.2401 3.0508 -4.8424 0.89 0.36 0.83
H -3.9743 2.1877 -5.6882 -0.16 -0.02 0.21
H -5.2209 2.6519 -6.8485 0.17 -0.28 -0.28
H -4.8928 0.9054 -6.5052 -0.03 0.01 -0.18
H -7.9542 2.1359 -5.0537 -0.30 -0.21 -0.16
C -2.3200 4.5597 -3.1479 0.10 -0.62 -1.08
C -1.5904 5.6703 -2.4088 -0.35 0.12 -0.74
C -0.6781 6.4997 -3.2926 0.81 0.76 -0.71
O -2.6746 6.4729 -1.9351 -0.12 -0.02 0.47
H -2.7314 4.9910 -4.0605 -0.59 0.39 0.21
H -3.0926 4.0260 -2.5945 -0.08 0.51 0.34
H -1.7645 3.7615 -3.6400 0.96 0.04 0.56
H -0.9207 5.3614 -1.6062 -0.47 -0.56 0.46
H 0.1144 6.9362 -2.6847 0.22 -0.06 0.05
H -1.1122 7.3613 -3.8000 -0.78 -0.06 0.23
H -0.2061 5.9910 -4.1331 0.04 -0.57 0.33
H -2.3527 7.2569 -1.4841 0.23 0.05 0.02
C 4.0569 7.9624 -0.3714 0.54 -0.36 -1.57
C 2.7883 7.1549 -0.7037 2.13 -0.61 0.22
C 3.1237 5.8152 -1.5283 -0.85 1.87 0.23
O 2.4072 6.7945 0.5925 -1.77 -0.69 0.77
H 4.6190 7.3080 0.2949 0.21 0.47 0.29
H 3.8177 8.9411 0.0446 0.00 -0.30 0.34
H 4.7024 8.1284 -1.2339 0.04 0.14 -0.25
H 2.0667 7.8773 -1.0852 -0.40 -0.70 -0.47
H 3.5655 6.1082 -2.4807 0.07 -0.26 -0.06
H 2.2494 5.1854 -1.6927 -0.24 0.27 -0.07
H 3.8027 5.1739 -0.9664 0.31 0.34 0.12
H 2.9917 6.0651 0.8117 -0.20 -0.19 0.37
C 1.9816 4.3053 3.0585 -0.84 -1.63 1.29
C 1.1428 3.3650 2.1280 -0.16 2.31 1.10
C -0.1564 4.0475 1.7979 -1.08 0.18 0.00
O 1.8369 3.2512 0.9662 0.96 -0.39 -2.62
H 2.7068 4.9852 2.6114 -0.39 -0.18 -0.43
H 2.5001 3.5908 3.6978 0.51 0.37 0.29
H 1.3056 4.8426 3.7237 0.18 0.21 0.03
H 1.0459 2.3576 2.5327 -0.45 0.00 0.71
H -0.7345 3.5559 1.0154 0.11 -0.28 -0.10
H 0.0214 5.0686 1.4606 0.34 0.02 -0.13
H -0.8325 4.1564 2.6459 0.11 -0.23 0.27
H 2.7018 2.9255 1.2258 0.42 -0.50 -0.33
C -0.9381 -2.0806 -5.3501 -0.99 -0.20 -0.49
C -2.3123 -1.6065 -4.8263 1.42 0.39 0.39
C -2.8129 -2.5933 -3.8627 -0.84 -1.65 1.03
O -2.1983 -0.3945 -4.1050 0.36 0.93 -0.68
H -1.0939 -3.1283 -5.6072 0.20 -0.20 0.05
H -0.1591 -2.0400 -4.5887 -0.15 0.30 -0.02
H -0.6395 -1.6278 -6.2956 0.15 0.45 0.26
H -3.0308 -1.4923 -5.6379 0.08 -0.01 -0.29
H -2.1900 -2.8246 -2.9986 1.08 -0.07 -0.49
H -2.9900 -3.4923 -4.4532 -0.49 -0.43 0.60
H -3.6590 -2.2661 -3.2584 -0.81 0.11 -0.85
H -3.0709 0.0009 -4.1663 -0.04 0.38 0.30
C 5.3210 -0.2910 6.7706 1.09 -0.53 1.67
O 5.5892 0.7691 5.9787 0.57 1.59 -2.75
C 6.4481 0.4889 4.8494 -2.30 -0.09 0.21
C 5.6235 -0.3577 3.8177 -0.54 -0.23 -0.45
N 4.2465 0.1083 3.5463 1.62 -0.28 1.59
C 3.6155 -0.3869 2.3179 0.64 2.82 0.95
C 4.2797 0.3032 1.1462 -0.81 1.04 -2.00
O 4.1378 1.7893 1.1522 0.79 -0.82 0.95
C 4.7353 2.4410 0.0385 0.12 -0.90 -0.88
H 5.0457 -1.2335 6.2974 -0.69 0.16 -0.21
H 4.6339 0.1366 7.5008 -0.22 -0.90 0.23
H 6.3020 -0.4579 7.2153 -0.04 -0.87 1.06
H 7.3640 -0.0473 5.0977 0.05 -0.16 0.36
H 6.7034 1.5213 4.6104 0.12 -0.28 -1.05
H 5.3954 -1.3795 4.1212 0.99 -0.26 0.61
H 6.1713 -0.4769 2.8829 0.53 0.20 -0.12
H 4.3050 1.1090 3.6702 -0.86 0.27 -0.71
H 2.6142 -0.0140 2.5335 -0.52 -0.50 -1.05
H 3.6623 -1.4694 2.1996 -0.18 0.23 0.38
H 3.8173 0.0410 0.1946 -0.19 -0.44 -0.08
H 5.3141 -0.0229 1.0377 0.24 0.43 0.23
H 4.1198 2.3565 -0.8571 -0.51 -0.04 -0.06
H 5.6650 1.9695 -0.2800 0.33 -0.07 0.41
H 4.9242 3.5068 0.1671 -0.15 -0.13 0.74
C 4.2446 -4.3481 4.1384 0.81 -1.48 -0.52
O 4.6923 -3.7389 2.9518 0.30 0.66 -0.42
C 5.8067 -4.4386 2.3607 0.66 0.43 1.58
C 6.4751 -3.4799 1.4069 0.27 1.03 -0.17
N 5.4602 -2.7475 0.6930 -0.66 0.19 -1.22
C 4.6312 -3.6806 -0.1471 0.66 1.02 1.06
C 3.4639 -2.9681 -0.8640 0.28 -0.51 -0.75
O 2.2207 -3.6582 -0.6359 0.10 1.16 -0.09
C 1.0484 -2.8099 -0.7611 0.86 -0.65 0.05
H 3.9960 -5.3476 3.7817 -1.20 -0.28 0.68
H 3.4868 -3.7872 4.6854 -0.13 -0.05 -0.61
H 5.0629 -4.5821 4.8193 0.41 0.54 0.28
H 5.5590 -5.4016 1.9142 -0.39 -0.04 0.12
H 6.4793 -4.5721 3.2080 0.36 -0.67 -0.08
H 7.2518 -3.8575 0.7419 -0.37 -0.78 -0.15
H 7.0445 -2.7217 1.9444 -0.10 0.01 0.55
H 4.8832 -2.4274 1.4577 -0.29 0.22 -0.34
H 4.2717 -4.4620 0.5225 -0.60 -0.20 -0.39
H 5.4056 -4.1158 -0.7788 -0.53 -0.18 -0.62
H 3.6987 -2.8879 -1.9254 -0.18 -0.89 -0.56
H 3.4535 -1.8886 -0.7133 -0.40 0.11 1.35
H 0.1744 -3.4316 -0.5668 0.17 0.01 0.36
H 0.9029 -2.4270 -1.7712 0.34 0.13 -0.28
H 1.1338 -1.9796 -0.0601 -0.29 0.05 0.07
C -3.2057 -7.9029 2.8366 -1.37 -0.19 -0.17
O -2.9538 -6.5192 2.6347 1.11 -0.63 1.30
C -4.0798 -5.7077 2.8734 -0.95 0.51 -0.34
C -3.6406 -4.2270 3.0010 0.78 -1.66 -1.79
N -2.9821 -3.8462 1.7400 0.67 1.39 0.12
C -2.3768 -2.5097 1.8296 0.67 0.67 1.15
C -1.2735 -2.2588 2.9201 0.13 -0.69 -0.37
O -0.0567 -2.8534 2.5087 -1.65 -0.52 -2.89
C 1.0411 -2.6960 3.2603 1.48 0.49 1.45
H -3.9819 -8.0856 3.5797 0.20 0.37 0.76
H -2.3539 -8.5329 3.0927 0.34 0.67 -0.15
H -3.7264 -8.3465 1.9879 0.38 0.04 -0.75
H -4.6580 -5.8835 3.7806 0.41 -0.74 0.57
H -4.7453 -6.0354 2.0748 -0.60 1.09 -0.40
H -2.9552 -4.2862 3.8465 0.12 0.42 0.28
H -4.4304 -3.4999 3.1899 -0.23 -0.35 0.10
H -2.2110 -4.4521 1.4985 -0.16 -0.63 0.25
H -3.1608 -1.7723 2.0019 -0.22 0.02 0.17
H -1.8781 -2.1452 0.9316 -0.19 -0.57 -0.49
H -1.4679 -2.7318 3.8827 -0.64 0.48 0.36
H -1.0904 -1.1867 2.9926 -0.30 0.24 0.34
H 1.9415 -2.8608 2.6685 -0.08 -0.58 -0.11
H 0.9935 -3.3563 4.1262 0.39 -0.27 0.33
H 1.2005 -1.6897 3.6477 -0.36 0.52 0.18
C -1.4462 -6.5713 -0.7319 2.02 -0.14 -1.00
O -0.2881 -6.8341 -1.5889 0.85 0.43 0.96
C 0.8876 -7.3925 -0.8779 -0.63 0.26 -1.03
C 2.1958 -6.9977 -1.6294 -1.37 -0.10 -0.11
N 2.2303 -7.5396 -3.0207 0.74 0.67 1.50
C 3.4946 -7.1243 -3.6944 -0.82 0.57 0.20
C 3.3412 -5.9112 -4.5884 -2.49 -0.32 -0.41
O 2.8225 -4.7816 -3.8614 -0.19 -0.06 -0.18
C 1.7781 -4.0490 -4.5165 1.08 1.42 0.40
H -1.1139 -6.0859 0.1858 -0.05 -0.15 0.24
H -1.9079 -7.5389 -0.5352 -0.56 0.31 0.14
H -2.0177 -5.8337 -1.2953 -0.47 -0.46 0.09
H 0.6548 -8.4564 -0.8339 0.59 -0.25 0.15
H 0.9538 -6.9723 0.1256 -0.14 0.05 0.14
H 3.1179 -7.2382 -1.1003 -0.23 -0.51 0.24
H 2.1406 -5.9091 -1.6210 0.22 0.26 -0.21
H 1.4090 -7.0729 -3.3782 0.01 -0.04 -0.97
H 3.7936 -7.9548 -4.3340 0.51 0.04 0.14
H 4.2389 -6.8380 -2.9513 0.18 -0.65 0.19
H 2.5128 -6.2149 -5.2285 -0.06 0.00 -0.64
H 4.1800 -5.7462 -5.2647 0.38 0.53 0.40
H 1.5016 -3.1767 -3.9242 0.32 -0.25 0.93
H 0.7937 -4.4757 -4.7087 0.43 -1.03 -0.26
H 2.2082 -3.4998 -5.3540 -0.20 -0.58 -0.85
C 3.3348 -0.7152 -4.5834 0.12 0.60 0.72
O 3.7318 0.6544 -4.4839 -0.35 -0.47 -2.38
C 3.8714 1.2570 -5.8318 0.51 1.69 1.91
C 3.1341 2.5891 -5.7013 0.67 -2.38 -1.64
N 1.7110 2.3146 -5.5203 1.91 1.27 0.11
C 1.2496 3.5972 -5.0286 -2.89 0.34 -0.45
C 0.4880 4.3254 -6.1682 -1.40 -0.27 -0.02
O -0.9286 4.0196 -6.2605 -0.47 -0.08 0.02
C -1.2991 2.6359 -6.4769 1.00 0.66 0.87
H 2.5702 -0.8626 -5.3461 0.15 -0.08 -0.30
H 2.8550 -0.9567 -3.6349 0.23 -0.23 0.14
H 4.2299 -1.3170 -4.7408 -0.23 -0.42 -0.13
H 3.5238 0.7510 -6.7324 -0.37 -0.83 0.58
H 4.9168 1.5171 -5.9979 0.28 -0.38 0.09
H 3.2891 3.0216 -6.6897 -0.04 0.84 0.11
H 3.5888 3.1722 -4.9004 0.01 0.10 -0.02
H 1.6630 1.5222 -4.8959 -0.37 0.37 0.70
H 1.9281 4.3354 -4.6009 1.02 -0.40 -0.30
H 0.6109 3.4459 -4.1584 -0.71 0.07 -0.27
H 0.8130 4.1848 -7.1991 1.05 -0.63 0.17
H 0.5556 5.4071 -6.0527 -0.35 0.07 0.35
H -1.2705 2.1509 -5.5011 0.24 -0.48 0.05
H -0.5969 2.1530 -7.1564 -0.02 -0.10 -0.04
H -2.3254 2.4957 -6.8163 0.16 0.79 -0.33
C -4.9323 0.5498 8.2370 1.32 -0.38 -2.73
O -4.5995 -0.5808 7.3368 -0.06 -0.40 1.17
C -4.1217 -0.3503 6.0151 1.25 1.23 0.43
C -2.8447 0.5428 5.8855 -0.29 0.48 0.82
N -1.6092 0.0319 6.4321 0.48 -0.74 -0.82
C -0.5078 1.0023 6.7853 -1.54 -2.35 1.54
C -0.1101 1.9195 5.6896 0.82 -0.03 -1.43
O 1.1554 2.5151 5.7563 1.50 1.53 2.21
C 2.2891 1.6931 5.9408 0.24 -0.21 -0.95
H -5.4739 1.2691 7.6226 -0.57 0.11 0.29
H -3.9848 1.0469 8.4450 -0.05 -0.01 0.71
H -5.4796 0.2193 9.1198 0.21 -0.23 -0.37
H -4.9048 0.1661 5.4598 -0.08 -0.10 -0.39
H -3.8215 -1.2872 5.5458 -0.69 -0.42 0.30
H -3.0916 1.4299 6.4688 -0.20 0.88 -0.50
H -2.6453 0.7470 4.8335 -0.58 0.42 -0.14
H -1.8552 -0.6871 7.0975 0.78 0.26 0.53
H 0.3318 0.3727 7.0800 0.16 -0.02 -0.19
H -0.8275 1.4650 7.7190 0.19 0.92 0.00
H -0.7869 2.7675 5.5852 -0.19 -0.26 -0.35
H 0.1103 1.3849 4.7656 -1.76 -0.79 -0.49
H 2.2656 0.8687 5.2281 -0.07 -0.40 -0.08
H 2.5168 1.2765 6.9220 -0.68 0.13 0.39
H 3.1857 2.2545 5.6779 -0.20 0.35 -0.04
C -5.9114 -1.6710 -0.9701 0.05 -0.34 1.49
O -5.8579 -0.4568 -0.2101 1.45 -0.20 -1.54
C -7.0424 0.2524 -0.1500 -1.32 -0.26 0.64
C -6.8038 1.5973 0.5404 -1.02 -1.53 -0.29
N -6.6503 1.4430 2.0202 0.67 1.41 -1.18
C -6.0922 2.5904 2.7822 0.63 -0.08 -0.13
C -4.8172 3.3806 2.3095 -1.40 0.78 -0.18
O -5.2170 4.1842 1.1809 0.36 1.03 -0.14
C -4.6225 5.5232 1.0269 0.32 -1.52 -0.18
H -6.3333 -2.3772 -0.2550 -0.14 -0.63 -0.33
H -4.9036 -2.0108 -1.2091 0.09 0.31 0.18
H -6.4954 -1.7191 -1.8893 -0.25 0.78 -0.03
H -7.7867 -0.4025 0.3030 -0.39 0.10 0.74
H -7.5054 0.4469 -1.1174 0.42 0.20 -0.60
H -7.6983 2.1627 0.2792 0.00 0.42 0.51
H -6.0340 1.9324 -0.1547 0.88 0.91 0.97
H -6.0779 0.6301 2.1983 0.17 -0.05 -0.09
H -5.9353 2.2083 3.7910 0.45 -0.19 0.07
H -6.8053 3.3904 2.9809 -0.53 -0.14 -0.61
H -3.9197 2.7907 2.1230 -0.02 -0.20 -0.25
H -4.6125 4.1004 3.1020 0.28 -0.17 0.46
H -3.6162 5.4331 0.6178 0.15 -0.14 -0.07
H -4.5193 6.1082 1.9408 -0.44 -0.25 0.38
H -5.1914 6.0853 0.2863 -0.28 -0.29 0.18